[1]
Molecular formula: C6H7Br
Method: DFT, ωB97M-V/def2-TZVPD

```
! RIJCOSX wB97M-V def2-TZVPD def2/J DEFGRID3
* xyz 0 1
C -0.8507 0.2878 -1.2501
C -1.9596 0.4503 -2.0043
C 1.6543 -0.0263 -0.3632
C 0.8064 0.3182 0.7750
C 0.1703 -0.8034 1.7161
C 0.2414 0.2817 -0.6149
Br -1.5573 -0.2986 2.0472
H -2.2177 1.3219 -2.5867
H -2.8612 -0.2409 -2.0469
H 2.5116 0.5766 -0.7489
H 2.0455 -1.0731 -0.0678
H 1.0771 -0.6899 2.9185
H 0.7205 1.3392 1.2571
H 0.2193 -1.4434 0.9690
*
```

Computed properties:
- ΔE to the lowest compared entry with this formula, charge and spin (kcal/mol) = 110.78
- energy (eV) = -76371.66664
- Kohn-Sham gap (hartree) = 0.3480

[2]
Molecular formula: C31H60Br26ClIO4S
Method: DFT, ωB97M-V/def2-TZVPD

```
! RIJCOSX wB97M-V def2-TZVPD def2/J DEFGRID3
* xyz 0 1
O 3.4437 -5.8530 -0.0402
C 3.2907 -4.6208 0.1830
Cl 3.4448 -4.0753 1.9496
C 2.9801 -3.5563 -0.9896
O 1.5519 -3.4812 -1.3276
S 1.0608 -4.9314 -2.0339
O -0.0729 -4.4965 -3.0014
O 0.3275 -5.9913 -0.9709
C -0.1091 -5.4135 0.2866
C -1.6603 -4.9107 0.2717
C -1.8547 -3.4179 -0.2774
I -0.6824 -1.8982 0.7586
H 3.3038 -2.5318 -0.5820
H 3.6266 -3.8416 -1.9061
H -0.1191 -6.2954 1.0417
H 0.5886 -4.6401 0.7538
H -1.9603 -4.8881 1.3919
H -2.3571 -5.6445 -0.2549
H -2.9647 -3.1444 -0.0841
H -1.7509 -3.3909 -1.4277
Br 6.4942 -1.9311 0.7321
C 7.9208 -2.5757 1.8935
C 7.3648 -3.3265 3.0777
Br 6.6444 -2.1056 4.4160
H 8.5187 -1.7084 2.1740
H 8.5204 -3.2370 1.2663
H 8.1565 -3.8752 3.5908
H 6.5633 -4.0168 2.8130
Br 8.4289 -1.4226 -5.6457
C 7.9467 -0.4798 -4.0097
C 7.6225 -1.4469 -2.8984
Br 5.8495 -2.2226 -3.1430
H 7.1177 0.1839 -4.2575
H 8.8232 0.1195 -3.7575
H 7.5783 -0.9305 -1.9378
H 8.3268 -2.2762 -2.8265
Br -2.9495 1.6987 3.2439
C -3.6571 0.1496 4.1929
C -3.3420 -1.1311 3.4608
Br -4.5118 -1.3718 1.9203
H -4.7256 0.3194 4.3261
H -3.1672 0.1657 5.1680
H -3.5320 -1.9957 4.0994
H -2.3175 -1.1766 3.0917
Br -7.9740 1.3495 -0.4052
C -6.4228 0.6530 -1.3582
C -6.7820 -0.5640 -2.1744
Br -6.9656 -2.1424 -1.0464
H -5.6515 0.4597 -0.6119
H -6.0983 1.4683 -2.0069
H -5.9812 -0.8075 -2.8750
H -7.7177 -0.4555 -2.7236
Br -2.2421 -1.1724 -4.8752
C -1.3770 -2.6130 -5.8655
C -0.6500 -2.0857 -7.0770
Br -1.8928 -1.6607 -8.5190
H -2.1514 -3.3404 -6.1101
H -0.6753 -3.0596 -5.1607
H 0.0154 -2.8498 -7.4920
H -0.0763 -1.1819 -6.8754
Br 0.8213 -4.9548 -8.2720
C 2.3139 -5.5707 -7.1741
C 1.8241 -6.3125 -5.9517
Br 1.1584 -5.0825 -4.5829
H 2.9173 -4.6945 -6.9345
H 2.8876 -6.2339 -7.8247
H 2.6464 -6.8495 -5.4730
H 1.0166 -7.0125 -6.1687
Br -5.5746 1.8663 7.0554
C -4.7593 3.5671 7.5486
C -3.3115 3.6211 7.1286
Br -2.1863 2.5789 8.3326
H -4.9025 3.6891 8.6220
H -5.3410 4.3246 7.0209
H -2.9292 4.6412 7.1949
H -3.1395 3.2387 6.1217
Br -2.7766 7.5147 6.7149
C -3.2223 8.4878 8.3433
C -3.5176 7.5435 9.4819
Br -5.2927 6.7574 9.3054
H -4.0565 9.1468 8.1016
H -2.3402 9.0917 8.5635
H -3.5381 8.0806 10.4317
H -2.8094 6.7175 9.5524
Br -1.5109 10.2231 4.5061
C 0.2336 9.8839 3.7069
C 0.7807 8.5454 4.1369
Br 1.4779 8.6170 5.9558
H 0.8767 10.7208 3.9795
H 0.0607 9.9006 2.6295
H 1.6330 8.2614 3.5171
H 0.0378 7.7478 4.1124
Br 2.2017 -1.6833 -5.1155
C 2.7619 0.1827 -5.1371
C 3.3462 0.5676 -6.4738
Br 5.1565 -0.1261 -6.6650
H 3.4602 0.3125 -4.3099
H 1.8543 0.7543 -4.9340
H 3.4439 1.6518 -6.5524
H 2.7709 0.1978 -7.3231
Br -4.5855 10.5213 1.6037
C -5.5297 11.9311 2.5620
C -5.5467 11.6664 4.0473
Br -6.8524 10.2944 4.5079
H -6.5257 12.0010 2.1245
H -4.9758 12.8450 2.3410
H -5.8658 12.5564 4.5926
H -4.5844 11.3329 4.4365
Br 8.8668 -5.0679 -0.9771
C 10.7324 -4.8002 -1.4754
C 11.6336 -4.8371 -0.2661
Br 11.5269 -3.1751 0.7473
H 10.7834 -3.8587 -2.0227
H 10.9658 -5.6226 -2.1537
H 12.6792 -4.9186 -0.5682
H 11.3957 -5.6464 0.4245
Br -10.2761 -2.8439 -3.9415
C -9.3972 -4.5139 -4.4299
C -8.0872 -4.6765 -3.6999
Br -6.6975 -3.5588 -4.4841
H -9.2889 -4.5110 -5.5146
H -10.0981 -5.2989 -4.1411
H -7.7175 -5.6989 -3.7962
H -8.1467 -4.4147 -2.6429
*
```

Computed properties:
- energy (eV) = -1893870.30922
- Kohn-Sham gap (hartree) = 0.3105